The following is a DFT calculation (ωB97M-V/def2-TZVPD) of a structure of composition C20H41IrN2P3Se in a non-equilibrium geometry.

The gap between HOMO and LUMO (spin up / spin down) is 8.456 / 5.669 eV. Its expectation value of S² is 6.0299. For the LUMO energy (spin up / spin down), the calculation gives -7.597 / -11.861 eV. The value obtained for the electronic energy is -4424.98089 hartree.

Structure (ORCA input):
```
! RIJCOSX wB97M-V def2-TZVPD def2/J DEFGRID3
* xyz 3 5
Ir -0.7927 -0.1666 0.8176
P -3.0571 -0.0761 0.5230
P -0.0330 -2.3033 0.6785
P -0.4051 2.0975 0.6091
H 3.8253 -0.9387 -1.1516
C 3.9914 0.0385 -0.6608
C 4.2137 0.1536 0.6540
H 4.2234 -0.7157 1.3167
C -3.4877 0.0897 -1.2426
C -4.1019 -1.4869 1.0403
C -3.9869 1.2737 1.3423
C 1.7798 -2.5104 0.8354
C -0.6782 -3.4325 1.9858
C -0.4755 -3.0850 -0.9136
C 1.3691 2.5032 0.6347
C -1.1090 3.1360 1.9594
C -1.0588 2.8751 -0.9019
H 3.9680 0.9017 -1.3411
H 4.4446 1.1180 1.1125
H -4.5806 0.0253 -1.3488
H -3.0088 -0.7180 -1.8095
H -3.1281 1.0481 -1.6209
H -5.1448 -1.2514 0.7622
H -4.0428 -1.6239 2.1312
H -3.7760 -2.4056 0.5431
H -5.0649 1.0906 1.2227
H -3.7281 2.2412 0.9052
H -3.7469 1.2792 2.4141
H 2.0587 -3.4991 0.4301
H 2.0384 -2.4855 1.9057
H 2.3369 -1.7250 0.3051
H -0.4631 -4.4784 1.7197
H -1.7615 -3.3014 2.0975
H -0.1762 -3.1926 2.9318
H 0.0442 -4.0490 -0.9800
H -0.1546 -2.4167 -1.7315
H -1.5635 -3.2434 -0.9439
H 1.5149 3.4787 0.1465
H 1.9466 1.7422 0.1041
H 1.7336 2.5740 1.6674
H -1.3916 4.1158 1.5538
H -0.3591 3.2866 2.7434
H -1.9947 2.6694 2.4007
H -0.7413 3.9268 -0.9172
H -2.1548 2.8415 -0.9149
H -0.6553 2.3489 -1.7809
C 1.6273 0.1213 -4.1406
C 3.0203 -0.0769 -3.9271
C 3.9435 -0.0627 -4.9665
C 3.4955 0.1857 -6.2715
C 2.1329 0.4164 -6.5355
C 1.2126 0.3990 -5.4791
Se 0.5187 0.0355 -2.6644
H -1.6733 -1.0725 1.7550
H 3.3559 -0.2298 -2.9151
H 5.0063 -0.2485 -4.7463
H 4.2131 0.1877 -7.0877
H 1.7872 0.6079 -7.5656
H 0.1547 0.6066 -5.6595
N 0.5621 0.5591 4.8256
C -0.6074 -0.1031 5.1875
C -1.2422 -0.4231 4.0188
N -0.4389 0.0174 2.9631
C 0.6292 0.6054 3.4765
H 1.2510 0.9546 5.4652
H -0.9015 -0.3124 6.2075
H -2.1792 -0.9579 3.8843
H 1.4658 1.0404 2.9413
*
```

=====

The following is a DFT calculation (ωB97M-V/def2-TZVPD) of a cluster of 2 separate species, C20H41NO9P2S2 in total in a non-equilibrium geometry.

The SMILES is C#CCCC[C@](CCCC(=O)OCC)(O[C@@H](CCCS)C(N)(O)O)[PH2]=S.COP(=O)(OC)OC. The gap between HOMO and LUMO is 8.657 eV. For the LUMO energy, the calculation gives 0.117 eV. The value obtained for the electronic energy is -2997.58512 hartree.

Structure (ORCA input):
```
! RIJCOSX wB97M-V def2-TZVPD def2/J DEFGRID3
* xyz 0 1
C 1.7369 5.4240 -0.1644
C 2.4572 4.8663 -0.9517
C 3.3155 4.0580 -1.8221
C 2.4686 2.9275 -2.4717
C 2.9077 1.4775 -2.1678
C 1.8426 0.6233 -1.4355
C 2.4628 -0.7925 -1.2957
C 2.0986 -1.6456 -0.0690
C 3.0969 -1.6087 1.0990
C 4.5286 -1.7757 0.6767
O 5.3331 -0.9039 0.8015
O 4.8967 -2.9877 0.1473
C 5.2081 -2.9400 -1.2437
C 6.2795 -3.9768 -1.5823
O 0.6991 0.7180 -2.2571
C -0.3324 -0.2197 -2.1151
C -1.3078 0.0459 -0.9519
C -2.0335 -1.2389 -0.4588
C -1.6199 -1.6916 0.9645
S -0.9181 -3.3720 1.0514
C -1.1202 -0.1061 -3.4423
N -0.1479 -0.3569 -4.5214
O -1.6398 1.1813 -3.6510
O -2.1183 -1.0755 -3.5018
P 1.6557 1.4744 0.2409
S 3.3119 2.1021 1.0340
H 0.9198 5.7000 0.4550
H 3.7484 4.7080 -2.5832
H 4.1393 3.6468 -1.2419
H 2.5266 3.0657 -3.5512
H 1.4214 3.0938 -2.2288
H 2.9921 0.9801 -3.1391
H 3.8801 1.3937 -1.6929
H 2.0916 -1.3404 -2.1668
H 3.5361 -0.7078 -1.4439
H 1.1116 -1.3872 0.3064
H 2.0613 -2.6835 -0.4014
H 2.8574 -2.4710 1.7325
H 3.0059 -0.7443 1.7502
H 4.3184 -3.1251 -1.8529
H 5.5818 -1.9600 -1.5435
H 6.0035 -4.5997 -2.4302
H 7.2159 -3.4828 -1.8388
H 6.4880 -4.6065 -0.7200
H -0.0529 -1.2758 -2.0800
H -2.1095 0.7241 -1.2486
H -0.8440 0.4934 -0.0734
H -1.7744 -2.0512 -1.1372
H -3.1119 -1.1392 -0.5513
H -2.5146 -1.7156 1.5825
H -0.8993 -0.9951 1.3883
H -0.6892 -3.6343 -0.2417
H -0.5694 -1.0078 -5.1738
H -0.0253 0.5120 -5.0259
H -1.4040 1.7716 -2.9282
H -2.7868 -0.7141 -4.0960
H 0.6964 2.4872 0.0364
H 1.0442 0.5897 1.1475
C -6.4291 1.5046 6.0333
O -5.3162 1.6990 5.1536
P -5.4456 1.0146 3.6962
O -6.8469 1.1982 3.2735
O -5.1186 -0.5021 4.1853
C -4.2529 -0.7875 5.2906
O -4.5766 0.8517 2.3511
C -5.2406 0.9192 1.0866
H -6.0683 1.7207 7.0373
H -7.2312 2.1947 5.7847
H -6.7923 0.4788 5.9898
H -4.8553 -1.0882 6.1486
H -3.6408 0.0647 5.5725
H -3.6052 -1.6165 5.0110
H -5.7640 1.8627 0.9546
H -5.9306 0.0855 0.9801
H -4.4679 0.8432 0.3219
*
```

=====

The following is a DFT calculation (ωB97M-V/def2-TZVPD) of a structure of composition C20H42AlNP3Se in a non-equilibrium geometry.

For the energy relative to the best compared isomer or geometry (same formula, charge and spin), the calculation gives 39.3 kcal/mol. The gap between HOMO and LUMO (spin up / spin down) is 3.615 / 3.606 eV. For the LUMO energy (spin up / spin down), the calculation gives -13.058 / -13.068 eV. The value obtained for the electronic energy is -4508.93337 hartree.

Structure (ORCA input):
```
! RIJCOSX wB97M-V def2-TZVPD def2/J DEFGRID3
* xyz 3 1
Al -0.0847 -0.2818 0.5985
P 0.1996 2.1552 2.0859
P -2.4273 0.4363 0.4745
P 2.3300 -0.2293 0.4360
H -1.3997 -2.7953 -6.9852
C -0.5728 -3.4852 -6.7410
C -0.7334 -4.5847 -6.0025
H -1.7259 -4.9442 -5.7302
C 0.3881 3.7990 1.2929
C -1.1285 2.5002 3.3265
C 1.6550 2.1870 3.2145
C -3.1404 -0.5742 -0.8750
C -3.5509 0.1401 1.8759
C -2.8623 2.1421 0.0033
C 2.7130 -1.4102 -0.9032
C 3.2964 -0.8099 1.8635
C 3.1997 1.2887 -0.0589
H 0.3906 -3.2638 -7.2484
H 0.1259 -5.2315 -5.8172
H 0.4460 4.5321 2.1126
H -0.4697 4.0267 0.6443
H 1.3151 3.8323 0.6994
H -0.7683 3.3538 3.9112
H -1.2806 1.6449 3.9987
H -2.0867 2.7679 2.8649
H 1.5183 3.0619 3.8603
H 2.5986 2.3011 2.6718
H 1.7055 1.2882 3.8417
H -4.2402 -0.5368 -0.8280
H -2.7925 -1.6060 -0.7432
H -2.7934 -0.2145 -1.8513
H -4.4879 0.7165 1.7800
H -3.0834 0.4110 2.8330
H -3.8056 -0.9252 1.9145
H -3.9592 2.1738 -0.0647
H -2.4197 2.3663 -0.9755
H -2.5124 2.8891 0.7299
H 3.7919 -1.6422 -0.8914
H 2.4279 -0.9911 -1.8783
H 2.1279 -2.3267 -0.7459
H 4.3252 -1.0249 1.5288
H 2.8552 -1.7257 2.2697
H 3.3472 -0.0730 2.6801
H 4.2658 1.0359 -0.1617
H 3.0687 2.0901 0.6795
H 2.7908 1.6151 -1.0227
C 0.0705 0.3028 -2.9985
C -0.3333 -1.0423 -3.0734
C -0.2724 -1.7302 -4.2732
C 0.1067 -1.0479 -5.4398
C 0.4948 0.2853 -5.4014
C 0.4910 0.9653 -4.1876
Se 0.0984 1.3483 -1.4403
H -0.2120 -1.4734 -0.4785
H -0.6612 -1.5663 -2.1672
H -0.5174 -2.7963 -4.3085
H 0.0997 -1.5282 -6.4062
H 0.8128 0.7758 -6.3295
H 0.8236 1.9990 -4.1215
C 0.3673 -0.7560 6.0276
C -0.2440 -1.6499 4.9284
C -0.0870 -1.1771 3.5709
N -0.0244 -0.9368 2.4298
H 1.4569 -0.6597 5.9146
H 0.1664 -1.2125 6.9949
H -0.0735 0.2533 6.0382
H 0.2122 -2.6563 4.9601
H -1.3318 -1.7759 5.0936
*
```

=====

Repeat the third record exactly.
The following is a DFT calculation (ωB97M-V/def2-TZVPD) of a structure of composition C20H42AlNP3Se in a non-equilibrium geometry.

For the energy relative to the best compared isomer or geometry (same formula, charge and spin), the calculation gives 39.3 kcal/mol. The gap between HOMO and LUMO (spin up / spin down) is 3.615 / 3.606 eV. For the LUMO energy (spin up / spin down), the calculation gives -13.058 / -13.068 eV. The value obtained for the electronic energy is -4508.93337 hartree.

Structure (ORCA input):
```
! RIJCOSX wB97M-V def2-TZVPD def2/J DEFGRID3
* xyz 3 1
Al -0.0847 -0.2818 0.5985
P 0.1996 2.1552 2.0859
P -2.4273 0.4363 0.4745
P 2.3300 -0.2293 0.4360
H -1.3997 -2.7953 -6.9852
C -0.5728 -3.4852 -6.7410
C -0.7334 -4.5847 -6.0025
H -1.7259 -4.9442 -5.7302
C 0.3881 3.7990 1.2929
C -1.1285 2.5002 3.3265
C 1.6550 2.1870 3.2145
C -3.1404 -0.5742 -0.8750
C -3.5509 0.1401 1.8759
C -2.8623 2.1421 0.0033
C 2.7130 -1.4102 -0.9032
C 3.2964 -0.8099 1.8635
C 3.1997 1.2887 -0.0589
H 0.3906 -3.2638 -7.2484
H 0.1259 -5.2315 -5.8172
H 0.4460 4.5321 2.1126
H -0.4697 4.0267 0.6443
H 1.3151 3.8323 0.6994
H -0.7683 3.3538 3.9112
H -1.2806 1.6449 3.9987
H -2.0867 2.7679 2.8649
H 1.5183 3.0619 3.8603
H 2.5986 2.3011 2.6718
H 1.7055 1.2882 3.8417
H -4.2402 -0.5368 -0.8280
H -2.7925 -1.6060 -0.7432
H -2.7934 -0.2145 -1.8513
H -4.4879 0.7165 1.7800
H -3.0834 0.4110 2.8330
H -3.8056 -0.9252 1.9145
H -3.9592 2.1738 -0.0647
H -2.4197 2.3663 -0.9755
H -2.5124 2.8891 0.7299
H 3.7919 -1.6422 -0.8914
H 2.4279 -0.9911 -1.8783
H 2.1279 -2.3267 -0.7459
H 4.3252 -1.0249 1.5288
H 2.8552 -1.7257 2.2697
H 3.3472 -0.0730 2.6801
H 4.2658 1.0359 -0.1617
H 3.0687 2.0901 0.6795
H 2.7908 1.6151 -1.0227
C 0.0705 0.3028 -2.9985
C -0.3333 -1.0423 -3.0734
C -0.2724 -1.7302 -4.2732
C 0.1067 -1.0479 -5.4398
C 0.4948 0.2853 -5.4014
C 0.4910 0.9653 -4.1876
Se 0.0984 1.3483 -1.4403
H -0.2120 -1.4734 -0.4785
H -0.6612 -1.5663 -2.1672
H -0.5174 -2.7963 -4.3085
H 0.0997 -1.5282 -6.4062
H 0.8128 0.7758 -6.3295
H 0.8236 1.9990 -4.1215
C 0.3673 -0.7560 6.0276
C -0.2440 -1.6499 4.9284
C -0.0870 -1.1771 3.5709
N -0.0244 -0.9368 2.4298
H 1.4569 -0.6597 5.9146
H 0.1664 -1.2125 6.9949
H -0.0735 0.2533 6.0382
H 0.2122 -2.6563 4.9601
H -1.3318 -1.7759 5.0936
*
```